# 1
{"formula": "C2H8S2Si", "method": "the ωB97M-V functional and the def2-TZVPD basis", "symbols": ["C", "C", "Si", "S", "S", "H", "H", "H", "H", "H", "H", "H", "H"], "xyz": [[1.760, -1.780, 0.936], [0.843, 0.652, -0.781], [-2.399, 0.757, -0.808], [1.599, 1.423, 0.532], [0.836, -1.106, -0.668], [1.460, -1.250, 1.894], [2.816, -1.724, 0.647], [1.369, -2.752, 1.090], [-2.136, -0.465, -1.739], [-1.073, 1.543, -0.899], [-2.398, 0.470, 0.649], [-3.511, 1.733, -0.954], [0.835, 2.501, 0.102]], "mulliken_charge": [-0.94, -0.19, 0.41, -0.11, 0.04, 0.30, 0.32, 0.34, -0.07, -0.06, -0.09, -0.12, 0.17], "energy_ev": -31747.562, "homo_ev": -8.47, "fmax_ha_per_bohr": 0.0660}

# 2
{"formula": "C29H32MnN4O4S4", "method": "the ωB97M-V functional and the def2-TZVPD basis", "symbols": ["Mn", "S", "C", "C", "C", "C", "C", "C", "N", "C", "C", "C", "C", "C", "C", "C", "C", "N", "C", "C", "C", "C", "C", "S", "C", "H", "H", "H", "H", "H", "H", "H", "H", "H", "H", "H", "H", "O", "S", "O", "O", "O", "C", "C", "C", "C", "N", "C", "S", "N", "C", "C", "C", "C", "H", "H", "H", "H", "H", "H", "H", "H", "H", "H", "H", "H", "H", "H", "H", "H", "H", "H", "H", "H"], "xyz": [[-1.417, -1.816, -1.794], [5.578, -3.189, -2.198], [5.933, -4.865, -2.116], [4.802, -5.615, -2.068], [3.624, -4.832, -2.098], [3.862, -3.484, -2.171], [2.914, -2.379, -2.188], [1.540, -2.611, -2.158], [0.625, -1.650, -2.105], [1.052, -0.337, -2.096], [2.430, -0.005, -2.142], [2.769, 1.393, -2.087], [1.820, 2.348, -1.986], [0.417, 2.021, -1.946], [-0.601, 2.946, -1.853], [-1.956, 2.518, -1.862], [-2.197, 1.152, -1.943], [-1.241, 0.227, -1.978], [0.076, 0.647, -2.009], [-3.054, 3.467, -1.774], [-4.403, 3.231, -1.689], [-5.182, 4.410, -1.607], [-4.429, 5.539, -1.628], [-2.756, 5.183, -1.749], [3.348, -1.033, -2.193], [6.961, -5.187, -2.112], [4.809, -6.694, -2.011], [2.632, -5.257, -2.062], [1.152, -3.623, -2.158], [3.817, 1.661, -2.128], [2.096, 3.395, -1.950], [-0.371, 4.002, -1.793], [-3.213, 0.774, -1.972], [-4.832, 2.239, -1.686], [-6.260, 4.417, -1.532], [-4.747, 6.568, -1.580], [4.407, -0.809, -2.219], [-3.660, -4.007, -0.587], [-3.141, -3.500, -1.816], [-3.666, -4.018, -3.038], [-3.209, -1.947, -1.824], [-1.590, -3.593, -1.824], [3.635, 0.376, 3.449], [2.384, -0.429, 3.799], [2.034, -1.490, 2.756], [1.804, -0.933, 1.352], [0.804, 0.126, 1.312], [-0.508, -0.060, 1.107], [-1.176, -1.626, 0.920], [-1.282, 1.030, 1.112], [-2.740, 1.016, 1.031], [-3.432, 0.749, 2.368], [-3.226, 1.815, 3.450], [-1.856, 1.779, 4.132], [3.896, 1.054, 4.262], [3.490, 0.978, 2.549], [4.483, -0.291, 3.279], [1.534, 0.245, 3.934], [2.548, -0.935, 4.752], [1.134, -2.024, 3.069], [2.850, -2.215, 2.688], [1.456, -1.735, 0.709], [2.731, -0.535, 0.943], [1.140, 1.065, 1.470], [-0.847, 1.928, 1.253], [-3.020, 0.228, 0.332], [-3.055, 1.978, 0.622], [-3.097, -0.221, 2.740], [-4.501, 0.667, 2.155], [-3.987, 1.654, 4.216], [-3.406, 2.810, 3.029], [-1.597, 0.756, 4.411], [-1.869, 2.382, 5.041], [-1.066, 2.170, 3.493]], "mulliken_charge": [0.50, -0.18, -0.37, -0.57, -0.43, 0.31, 1.18, -1.09, -0.33, -0.12, 1.09, -1.12, -1.14, 0.99, -0.91, 1.20, -1.25, -0.21, -0.49, 0.31, -0.26, -0.71, -0.35, -0.20, -0.60, 0.42, 0.39, 0.41, 0.55, 0.44, 0.45, 0.45, 0.69, 0.45, 0.39, 0.45, 0.43, -0.59, 1.09, -0.61, -0.53, -0.53, -1.15, -0.20, -0.65, -1.07, 0.23, -0.03, -0.20, 0.19, -0.71, -0.63, -0.65, -0.99, 0.38, 0.23, 0.28, 0.02, 0.41, 0.27, 0.42, 0.17, 0.57, 0.35, 0.44, -0.03, 0.47, 0.32, 0.47, 0.39, 0.26, 0.24, 0.46, 0.16], "energy_ev": -119406.770, "s_squared": 8.82, "homo_ev": [-5.62, -8.02], "fmax_ha_per_bohr": 0.0848, "spin_multiplicity": 6}

# 3
{"formula": "C43H42FInN6O6S2", "method": "the ωB97M-V functional and the def2-TZVPD basis", "symbols": ["In", "C", "C", "C", "C", "C", "C", "C", "F", "C", "C", "C", "O", "C", "C", "N", "C", "C", "O", "O", "H", "H", "H", "H", "H", "H", "H", "H", "H", "H", "H", "O", "S", "C", "C", "C", "C", "C", "C", "C", "C", "C", "C", "C", "C", "C", "C", "H", "H", "H", "H", "H", "H", "H", "H", "H", "H", "H", "H", "H", "H", "N", "C", "C", "C", "N", "C", "N", "O", "C", "O", "C", "C", "C", "C", "S", "C", "C", "H", "H", "H", "H", "H", "C", "C", "C", "C", "N", "N", "H", "H", "H", "H", "H", "H", "H", "H", "H", "H", "H", "H"], "xyz": [[-0.288, -0.671, 1.037], [-4.571, 3.747, -4.497], [-3.047, 3.842, -4.555], [-2.545, 3.348, -5.913], [-1.043, 3.559, -6.021], [-0.364, 2.889, -4.868], [0.940, 2.450, -4.996], [1.569, 1.803, -3.942], [2.824, 1.350, -4.114], [0.936, 1.623, -2.737], [-0.373, 2.081, -2.587], [-0.981, 1.946, -1.257], [-0.313, 1.638, -0.274], [-2.383, 2.307, -1.220], [-2.978, 2.884, -2.314], [-2.372, 3.094, -3.488], [-1.052, 2.690, -3.657], [-3.159, 2.181, 0.018], [-4.161, 2.798, 0.266], [-2.644, 1.252, 0.894], [-4.974, 4.185, -5.407], [-4.994, 4.302, -3.663], [-4.903, 2.711, -4.446], [-2.758, 4.897, -4.438], [-3.057, 3.893, -6.705], [-2.780, 2.287, -6.019], [-0.817, 4.629, -6.002], [-0.662, 3.164, -6.963], [1.476, 2.611, -5.918], [1.403, 1.136, -1.895], [-4.005, 3.201, -2.223], [1.039, -1.373, -1.012], [2.265, -2.206, -1.093], [2.112, -3.097, -2.732], [1.243, -2.312, -3.640], [-0.112, -2.190, -3.343], [-0.934, -1.412, -4.136], [-0.420, -0.770, -5.250], [0.924, -0.894, -5.560], [1.756, -1.642, -4.746], [3.586, -1.024, -1.614], [4.864, -1.785, -1.584], [5.623, -2.004, -2.727], [6.786, -2.754, -2.659], [7.192, -3.302, -1.454], [6.431, -3.101, -0.312], [5.278, -2.344, -0.379], [1.671, -4.059, -2.477], [3.123, -3.239, -3.106], [-0.519, -2.708, -2.487], [-1.983, -1.319, -3.892], [-1.066, -0.173, -5.879], [1.326, -0.411, -6.440], [2.808, -1.727, -4.981], [3.561, -0.245, -0.851], [3.348, -0.609, -2.590], [5.314, -1.572, -3.669], [7.376, -2.914, -3.550], [8.093, -3.897, -1.407], [6.736, -3.536, 0.629], [4.684, -2.174, 0.507], [2.021, -1.308, 1.958], [2.532, -2.343, 2.135], [3.152, -3.543, 2.334], [4.067, -3.699, 3.373], [4.819, -3.803, 4.239], [2.820, -4.596, 1.488], [2.515, -5.441, 0.764], [-6.958, 1.832, 6.755], [-5.647, 1.568, 6.934], [-5.218, 1.317, 8.026], [-4.790, 1.611, 5.721], [-3.442, 1.942, 5.896], [-2.595, 1.977, 4.814], [-3.074, 1.657, 3.543], [-1.890, 1.833, 2.267], [-4.402, 1.301, 3.364], [-5.260, 1.293, 4.448], [-7.161, 2.087, 5.846], [-3.091, 2.184, 6.887], [-1.555, 2.247, 4.914], [-4.768, 1.047, 2.382], [-6.293, 1.011, 4.283], [1.425, -2.165, 5.635], [0.327, -1.096, 5.558], [0.895, 0.253, 6.001], [-0.856, -1.478, 6.452], [-0.156, -0.882, 4.184], [-0.810, -1.978, 3.550], [1.785, -2.264, 6.654], [2.267, -1.894, 5.002], [1.061, -3.141, 5.316], [1.285, 0.188, 7.012], [0.114, 1.007, 5.974], [1.701, 0.559, 5.338], [-0.569, -1.424, 7.497], [-1.191, -2.495, 6.254], [-1.684, -0.792, 6.285], [0.661, -0.675, 3.606], [-1.741, -2.064, 3.949], [-0.325, -2.866, 3.700]], "mulliken_charge": [1.15, -1.90, 0.57, -1.00, -1.35, 1.45, -0.67, -0.09, -0.46, -0.25, 0.45, 1.36, -0.91, -0.21, -0.14, 0.22, -1.13, -0.21, -0.61, 0.00, 0.46, 0.52, 0.38, 0.11, 0.41, 0.26, 0.39, 0.47, 0.56, 0.63, 0.63, -0.77, 0.59, -1.56, 0.71, -0.24, -0.80, -0.25, -0.99, -0.06, -0.47, -0.14, -0.11, -0.75, -0.44, -0.88, -0.15, 0.47, 0.53, 0.41, 0.45, 0.48, 0.43, 0.36, 0.66, 0.08, 0.38, 0.40, 0.40, 0.47, 0.49, -0.73, 0.43, 0.42, 0.12, -0.63, 0.16, -0.63, -0.47, 0.60, -0.56, 0.63, -0.85, -0.79, 1.31, 0.02, -0.68, -0.93, 0.32, 0.44, 0.20, 0.41, 0.34, -1.78, 1.61, -1.55, -1.93, 0.03, -0.45, 0.49, 0.37, 0.37, 0.46, 0.21, 0.36, 0.45, 0.39, 0.42, 0.22, 0.20, 0.22], "energy_ev": -96059.429, "homo_ev": -7.57, "fmax_ha_per_bohr": 0.0292}

# 4
{"formula": "C37H57BN8O", "method": "the ωB97M-V functional and the def2-TZVPD basis", "symbols": ["C", "C", "C", "C", "C", "C", "N", "O", "C", "C", "C", "H", "H", "H", "H", "H", "H", "H", "H", "H", "H", "H", "H", "H", "H", "H", "H", "H", "H", "B", "H", "H", "H", "H", "N", "C", "C", "C", "C", "H", "H", "H", "H", "H", "N", "C", "C", "C", "C", "H", "H", "H", "H", "H", "N", "C", "C", "C", "C", "H", "H", "H", "H", "H", "N", "C", "C", "C", "C", "H", "H", "H", "H", "H", "N", "C", "C", "C", "C", "H", "H", "H", "H", "H", "N", "C", "C", "C", "C", "H", "H", "H", "H", "H", "N", "C", "C", "C", "C", "H", "H", "H", "H", "H"], "xyz": [[2.691, -0.719, -1.650], [3.564, -1.370, -0.491], [4.088, -0.336, 0.522], [4.501, -0.883, 1.834], [3.411, -1.725, 2.439], [2.939, -2.920, 1.576], [2.678, -2.394, 0.304], [1.637, -2.908, -0.370], [1.625, -3.518, 2.245], [4.112, -3.952, 1.506], [4.745, -2.109, -1.200], [3.213, 0.024, -1.995], [1.747, -0.128, -1.192], [2.497, -1.393, -2.653], [3.414, 0.539, 0.611], [5.035, 0.215, -0.098], [4.755, -0.162, 2.420], [5.512, -1.415, 1.649], [2.601, -1.144, 2.490], [3.606, -2.197, 3.474], [1.138, -4.475, 1.612], [0.890, -2.728, 2.333], [2.007, -3.838, 3.183], [4.950, -3.541, 1.194], [3.809, -4.891, 0.808], [4.347, -4.602, 2.417], [5.157, -1.686, -1.939], [4.213, -3.047, -1.722], [5.547, -2.539, -0.574], [-0.764, 0.308, 0.102], [-0.286, -0.679, 0.274], [-1.977, 0.341, 0.494], [-0.081, 1.191, 0.519], [-0.880, 0.515, -1.196], [-0.385, 5.364, 1.268], [-0.250, 6.738, 1.041], [1.270, 6.965, 1.068], [1.922, 5.606, 1.327], [0.768, 4.633, 1.613], [-1.324, 4.986, 1.164], [-1.093, 7.256, 0.672], [1.689, 8.041, 0.848], [2.895, 5.249, 1.469], [0.706, 3.671, 1.870], [-1.718, -2.831, -4.361], [-0.425, -2.394, -3.991], [0.388, -2.694, -5.201], [-0.541, -3.428, -6.156], [-1.830, -3.528, -5.481], [-2.525, -2.832, -3.633], [-0.134, -1.795, -2.938], [1.623, -2.593, -5.431], [-0.096, -3.853, -7.065], [-2.876, -4.032, -5.971], [-0.320, -0.131, 3.574], [0.622, 0.669, 4.158], [1.019, 0.093, 5.553], [0.212, -1.192, 5.604], [-0.766, -1.262, 4.404], [-0.725, 0.035, 2.719], [1.053, 1.604, 3.551], [1.819, 0.280, 6.192], [0.175, -1.914, 6.379], [-1.445, -1.918, 4.031], [-3.058, 3.020, 0.602], [-3.146, 3.781, -0.520], [-3.751, 5.083, -0.110], [-4.037, 5.034, 1.357], [-3.626, 3.633, 1.767], [-2.822, 2.050, 0.547], [-2.981, 3.238, -1.480], [-4.075, 6.115, -0.641], [-4.703, 5.565, 2.261], [-3.608, 3.200, 2.795], [-3.137, -1.598, -1.667], [-4.208, -1.603, -2.629], [-4.735, -2.939, -2.618], [-3.874, -3.830, -1.741], [-2.826, -2.866, -1.084], [-2.756, -0.732, -1.424], [-4.401, -0.621, -3.185], [-5.540, -3.337, -3.197], [-3.920, -4.857, -1.372], [-2.036, -2.918, -0.536], [2.505, 2.656, -3.316], [2.019, 2.708, -1.926], [3.357, 2.934, -1.217], [4.547, 2.713, -2.091], [3.951, 2.544, -3.498], [1.790, 2.505, -4.207], [1.140, 2.937, -1.587], [3.416, 3.012, -0.234], [5.675, 2.753, -1.820], [4.425, 2.440, -4.363], [-4.805, -1.217, 0.225], [-6.157, -1.396, 0.033], [-6.867, -0.901, 1.248], [-5.728, -0.350, 2.113], [-4.415, -0.698, 1.453], [-4.262, -1.620, -0.491], [-6.433, -1.858, -0.898], [-7.948, -0.933, 1.212], [-5.672, 0.231, 3.212], [-3.446, -0.500, 1.823]], "mulliken_charge": [-0.93, 0.97, -0.42, -1.29, -1.04, 1.13, 1.16, -0.31, -1.46, -1.66, -1.79, 0.50, 0.07, 0.02, 0.18, 0.26, 0.73, 0.33, 0.48, 0.47, 0.28, 0.27, 0.54, 0.43, 0.32, 0.32, 0.71, 0.32, 0.28, 2.65, -0.93, -1.00, -0.60, -0.40, 0.06, -0.36, -0.65, -0.63, -0.71, 0.39, 0.40, 0.26, 0.49, 0.80, -0.05, 0.14, -0.35, -0.84, -0.12, 0.41, 0.08, 0.16, 0.32, 0.21, 0.18, 0.02, -0.98, -0.47, -0.73, 0.12, 0.19, 0.45, 0.44, 0.60, 0.23, -0.15, -0.74, -0.32, -0.39, -0.06, 0.42, 0.18, 0.23, 0.34, 0.43, -0.47, -0.72, -0.44, -0.83, -0.33, 0.30, 0.47, 0.48, 0.83, -0.17, -1.10, -0.58, -0.62, -0.72, 0.30, 0.96, 1.03, 0.33, 0.56, 0.17, -0.29, -0.65, -0.64, -0.60, 0.50, 0.33, 0.38, 0.17, 0.72], "energy_ev": -53912.155, "homo_ev": -7.31, "fmax_ha_per_bohr": 0.2577}

# 5
{"formula": "C4H8InO3", "method": "the ωB97M-V functional and the def2-TZVPD basis", "symbols": ["C", "C", "O", "H", "H", "H", "H", "H", "In", "O", "O", "C", "C", "H", "H", "H"], "xyz": [[-1.652, -1.147, 1.904], [-0.423, -0.429, 1.399], [-0.190, -0.928, 0.071], [-2.037, -0.673, 2.816], [-2.441, -1.167, 1.141], [-1.371, -2.181, 2.142], [0.460, -0.650, 2.015], [-0.579, 0.658, 1.353], [2.675, -0.639, -0.744], [0.809, -0.148, -0.530], [2.546, 0.960, -1.942], [1.411, 1.341, -2.218], [0.249, 0.829, -1.451], [-0.244, 1.654, -0.914], [1.251, 2.182, -2.909], [-0.465, 0.339, -2.132]], "mulliken_charge": [-1.00, -0.16, -0.17, 0.40, 0.37, 0.35, 0.36, 0.34, 1.44, -0.01, -0.30, 0.24, -0.10, 0.41, 0.47, 0.38], "energy_ev": -15550.071, "homo_ev": [-23.90, -22.89], "fmax_ha_per_bohr": 0.0667, "charge": 3}

# 6
{"formula": "C18H40N2O7P2S2", "method": "the ωB97M-V functional and the def2-TZVPD basis", "symbols": ["C", "P", "C", "P", "S", "C", "C", "S", "C", "N", "N", "C", "O", "H", "H", "H", "H", "H", "H", "H", "H", "H", "H", "H", "H", "C", "O", "C", "C", "O", "C", "C", "O", "C", "H", "H", "H", "H", "H", "H", "H", "H", "H", "H", "H", "H", "H", "H", "C", "O", "C", "C", "O", "C", "C", "O", "C", "H", "H", "H", "H", "H", "H", "H", "H", "H", "H", "H", "H", "H", "H"], "xyz": [[0.525, 2.564, -4.801], [1.408, 4.220, -4.578], [1.496, 5.140, -6.238], [3.386, 3.994, -3.676], [4.192, 2.046, -4.192], [3.122, 4.053, -1.803], [4.178, 5.004, -1.022], [5.943, 4.480, -1.236], [6.998, 5.902, -1.719], [6.789, 7.308, -1.718], [7.965, 7.851, -2.205], [8.853, 6.770, -2.497], [8.288, 5.496, -2.174], [-0.563, 2.772, -5.128], [0.969, 1.890, -5.618], [0.502, 2.004, -3.804], [1.022, 6.186, -6.121], [2.569, 5.266, -6.610], [0.862, 4.611, -7.046], [3.349, 1.051, -3.718], [2.066, 4.443, -1.617], [3.192, 3.010, -1.347], [3.925, 4.879, 0.100], [3.986, 6.118, -1.247], [9.907, 6.871, -2.941], [-0.179, 2.195, 3.671], [-0.584, 1.337, 2.620], [-1.233, 2.034, 1.562], [-0.949, 1.366, 0.221], [0.367, 1.615, -0.281], [1.439, 0.958, 0.402], [1.484, -0.547, 0.165], [0.479, -1.205, 0.928], [0.012, -2.390, 0.309], [-1.054, 2.614, 4.179], [0.402, 1.608, 4.384], [0.459, 2.999, 3.290], [-0.893, 3.078, 1.522], [-2.309, 2.010, 1.763], [-1.627, 1.802, -0.519], [-1.164, 0.297, 0.245], [1.438, 1.201, 1.463], [2.354, 1.389, -0.016], [2.454, -0.943, 0.487], [1.356, -0.750, -0.905], [-0.358, -2.179, -0.700], [-0.820, -2.777, 0.900], [0.806, -3.142, 0.273], [-5.711, -7.670, 0.967], [-4.940, -7.092, 2.004], [-3.543, -7.311, 1.836], [-2.742, -6.136, 2.387], [-2.768, -4.977, 1.551], [-4.002, -4.256, 1.502], [-4.326, -3.504, 2.787], [-4.790, -4.400, 3.791], [-4.473, -3.964, 5.100], [-5.646, -8.762, 1.006], [-6.750, -7.367, 1.106], [-5.378, -7.306, -0.012], [-3.298, -7.445, 0.774], [-3.284, -8.222, 2.386], [-1.692, -6.439, 2.428], [-3.033, -5.890, 3.409], [-4.823, -4.903, 1.194], [-3.872, -3.517, 0.706], [-5.125, -2.778, 2.598], [-3.432, -2.967, 3.127], [-3.395, -3.805, 5.204], [-4.771, -4.747, 5.799], [-5.017, -3.045, 5.339]], "mulliken_charge": [-0.80, 0.20, -0.92, 0.14, -0.29, -0.17, -0.70, -0.10, 0.43, -0.22, -0.39, 0.01, -0.24, 0.32, 0.29, 0.14, 0.28, 0.29, 0.30, 0.11, 0.40, -0.20, 0.36, 0.42, 0.34, -0.81, -0.24, -0.59, -0.37, -0.31, -0.20, -0.70, -0.25, -0.67, 0.32, 0.23, 0.35, 0.35, 0.40, 0.39, 0.13, 0.13, 0.27, 0.43, 0.36, 0.33, 0.09, 0.34, -0.79, -0.27, -0.58, -0.37, -0.40, -0.43, -0.54, -0.27, -0.78, 0.33, 0.23, 0.35, 0.36, 0.39, 0.42, 0.14, 0.16, 0.45, 0.40, 0.33, 0.34, 0.23, 0.32], "energy_ev": -76868.193, "homo_ev": -7.93, "smiles": "CP(C)#P(S)CCSc1nnco1.COCCOCCOC.COCCOCCOC", "fmax_ha_per_bohr": 0.1136}

Number 1: molar mass 124.3 Da. Number 2: molar mass 683.8 Da. Number 3: molar mass 936.8 Da. Number 4: molar mass 640.7 Da. Number 5: molar mass 218.9 Da. Number 6: molar mass 522.6 Da.